Computed, not measured: a molecular structure, C21H37N9O2Ru, with the ωB97M-V functional and the def2-TZVPD basis.

Last column: Mulliken charge in e.
Atoms and positions in Å:
Ru (-1.44456, -0.50539, 1.04917)  -0.090
H (1.50462, -0.02058, -3.02185)  0.541
H (-4.68080, 0.05788, 2.55543)  0.375
C (-1.23827, 2.03640, 2.55415)  -0.623
N (-0.49278, -2.39705, 1.43511)  0.574
C (0.70271, -1.11552, -0.90837)  -0.349
H (0.88244, -3.75152, 4.20491)  0.342
C (0.72197, 0.41380, -1.05356)  0.381
N (-1.71250, -1.23829, -0.82572)  0.345
C (0.50458, -3.67385, 3.19798)  -0.927
H (3.60435, 1.39436, -3.71318)  0.444
H (0.43142, -2.61421, -3.05977)  0.409
H (3.54833, 3.19210, -4.90455)  0.187
H (-0.74995, -1.31051, -3.35104)  0.337
C (-4.02885, -1.10595, -0.44507)  -1.087
H (0.93289, -5.74128, 2.72536)  0.480
C (-4.40148, 0.30239, 1.52837)  -0.941
N (-0.48883, 1.04301, -0.47276)  -0.033
H (1.57158, 0.70890, -0.43375)  0.566
C (-2.96315, -1.95805, -1.05229)  -0.564
H (4.83800, 4.25280, -5.30224)  0.222
C (-0.27155, 1.17224, 3.37738)  -0.936
H (-1.63055, 2.85978, 3.15350)  0.466
C (-0.54264, -2.21391, -2.78129)  -1.685
H (1.50127, 2.52372, -3.68100)  0.521
C (-3.54253, 1.54899, 1.51697)  -0.297
H (-1.29159, -2.96513, -3.02315)  0.524
H (0.85049, -2.09979, 5.27595)  0.437
H (-0.31172, 2.02937, -0.30755)  0.417
H (-2.57038, 0.60278, 2.99308)  0.319
C (0.09021, -1.22388, 3.45013)  0.497
H (-0.76957, 2.44721, 1.66718)  0.101
H (-4.07167, -0.14672, -0.96337)  0.441
N (-0.28704, -0.17595, 2.79612)  0.478
C (0.56055, -4.79830, 2.34926)  -0.655
H (1.57370, 2.84209, -1.96819)  0.254
C (0.63547, -1.13441, 4.83533)  -1.726
H (4.45929, 3.04720, -1.47644)  0.230
H (0.73721, 1.58704, 3.37560)  0.444
O (-0.44279, -3.26435, -0.69954)  -0.244
N (5.68052, 4.59109, -2.94434)  -0.376
H (0.01882, 0.88378, -3.03190)  0.431
H (-0.60541, 1.14162, 4.41747)  0.512
N (-3.60876, -0.83268, 0.96140)  0.085
N (4.16123, 2.93391, -2.43169)  -0.103
H (6.11945, 4.51624, -2.04187)  0.198
H (-5.32511, 0.44030, 0.96816)  0.401
H (6.05824, 5.27688, -3.57808)  0.219
H (-1.23907, 0.97289, -1.15730)  0.285
O (1.71754, -1.67363, -0.58987)  -0.558
H (-0.07504, -0.62269, 5.48775)  0.373
C (0.00513, -2.49688, 2.71931)  0.642
C (0.21525, -4.65513, 1.04178)  -1.150
H (-3.81430, -1.67318, 1.49681)  0.157
N (4.34092, 3.72857, -4.60015)  -0.317
H (0.31716, -5.44457, 0.31058)  0.585
C (0.98139, 0.80043, -2.52274)  -1.259
H (-3.33152, 1.90245, 0.50789)  0.251
H (-5.01952, -1.56073, -0.45214)  0.482
N (-2.29189, 1.09627, 2.14514)  -0.239
C (-0.56831, -1.91816, -1.28315)  0.894
H (-3.14817, -2.08807, -2.12009)  0.341
C (4.72874, 3.74584, -3.32936)  0.782
H (-4.02108, 2.35345, 2.08039)  0.434
C (1.79833, 2.08618, -2.72569)  -0.540
H (1.55466, -0.54417, 4.83492)  0.384
H (-2.96277, -2.95679, -0.59367)  0.341
H (3.54738, 1.00034, -2.02355)  0.502
C (3.30547, 1.78712, -2.73964)  -1.358
C (-0.25720, -3.39805, 0.59731)  0.430

Charge: +3
Energy relative to the best compared isomer or geometry (same formula, charge and spin) in eV: 0.217
<S²>: 0.760
Kohn-Sham gap (spin up / spin down) in eV: 7.835 / 7.153
DFT total energy in a.u.: -1559.748460
Spin multiplicity: 2
E_HOMO (spin up / spin down) in eV: -16.2 / -16.1